#w
DFT (ωB97M-V with the def2-TZVPD basis set) results for C2N2 in the gas phase.

Geometry (Å):
N -0.4915 -1.6265 0.8453
C -0.1771 -0.6145 0.3003
C 0.2015 0.6183 -0.3077
N 0.4671 1.6227 -0.8379

Computed properties:
Orbital gap = 12.315 eV
Total charge = 0



#x
DFT (ωB97M-V with the def2-TZVPD basis set) results for C2N2 in the gas phase.

Geometry (Å):
N 1.8237 -0.1244 -0.0372
C 0.6624 0.0633 0.0800
C -0.6388 0.2336 -0.0437
N -1.8473 -0.1726 0.0009

Computed properties:
Orbital gap = 10.902 eV
Total charge = 0



Energetically preferred structure: #w | next structure: +1.021 eV